Entry 1:
Molecular formula: C50H31O9PS
Method: DFT, wB97M-V/def2-TZVPD

Geometry as ORCA input:
```
! RIJCOSX wB97M-V def2-TZVPD def2/J DEFGRID3
* xyz 0 1
O -0.13 -5.64 3.08
C -0.55 -6.45 2.30
C 0.28 -7.58 1.74
C 0.53 -7.28 0.29
C -0.26 -7.62 -0.73
C 0.13 -7.25 -2.11
O -0.04 -7.98 -3.05
C 0.84 -5.93 -2.22
P 0.58 -4.82 -3.63
S -0.88 -5.25 -4.82
C 1.66 -5.60 -1.21
C 1.77 -6.51 -0.04
O 2.79 -6.63 0.60
H -1.57 -6.35 1.88
H -0.27 -8.51 1.85
H 1.22 -7.62 2.28
H -1.15 -8.23 -0.61
H 0.42 -3.60 -2.95
H 1.84 -4.67 -4.22
H 2.23 -4.68 -1.20
C 3.56 -3.90 4.18
C 2.95 -4.28 2.99
C 2.38 -3.33 2.16
C 2.40 -1.99 2.53
C 3.00 -1.61 3.73
C 3.58 -2.57 4.55
C 3.01 -0.18 4.16
O 3.53 0.16 5.20
C 2.35 0.82 3.27
C 2.31 2.15 3.67
C 1.71 3.09 2.85
C 1.15 2.72 1.64
C 1.18 1.39 1.24
C 1.78 0.44 2.05
C 1.79 -0.99 1.61
O 1.31 -1.32 0.54
H 4.01 -4.65 4.82
H 2.93 -5.32 2.70
H 1.91 -3.61 1.23
H 4.04 -2.26 5.48
H 2.75 2.43 4.61
H 1.67 4.13 3.17
H 0.68 3.46 1.00
H 0.75 1.08 0.30
C -3.51 -5.89 -7.96
C -3.92 -5.98 -9.29
C -4.39 -4.86 -9.95
C -4.46 -3.64 -9.28
C -4.06 -3.55 -7.95
C -3.58 -4.68 -7.29
C -4.15 -2.27 -7.20
O -3.80 -2.18 -6.04
C -4.70 -1.08 -7.92
C -4.83 0.12 -7.24
C -5.33 1.23 -7.89
C -5.69 1.15 -9.23
C -5.57 -0.04 -9.92
C -5.07 -1.16 -9.26
C -4.96 -2.45 -10.02
O -5.27 -2.51 -11.19
H -3.13 -6.76 -7.45
H -3.87 -6.93 -9.80
H -4.71 -4.92 -10.98
H -3.26 -4.60 -6.26
H -4.54 0.17 -6.20
H -5.44 2.17 -7.36
H -6.08 2.03 -9.74
H -5.85 -0.12 -10.96
C -0.05 10.75 4.13
C 0.76 11.61 4.86
C 1.66 11.10 5.78
C 1.75 9.73 5.97
C 0.93 8.87 5.24
C 0.03 9.39 4.32
C 0.98 7.39 5.44
O 0.29 6.64 4.79
C 1.93 6.87 6.47
C 1.97 5.50 6.72
C 2.85 4.99 7.65
C 3.70 5.84 8.34
C 3.66 7.21 8.11
C 2.78 7.72 7.18
C 2.74 9.20 6.96
O 3.48 9.94 7.55
H -0.75 11.16 3.41
H 0.69 12.68 4.72
H 2.30 11.76 6.35
H -0.60 8.71 3.75
H 1.31 4.84 6.17
H 2.88 3.93 7.84
H 4.40 5.44 9.07
H 4.32 7.88 8.65
*
```

Summary:
Energy ... -90904.4844 eV
LUMO level ... -1.8 eV
HOMO ... -9.046 eV
Gap between HOMO and LUMO ... 7.242 eV
Structure (SMILES) ... O=CCC1=CC(=O)C([PH2]=S)=CC1=O.O=C1c2ccccc2C(=O)c2ccccc21.O=C1c2ccccc2C(=O)c2ccccc21.O=C1c2ccccc2C(=O)c2ccccc21


Entry 2:
Molecular formula: C26H61FINO17PS5
Method: DFT, wB97M-V/def2-TZVPD

Geometry as ORCA input:
```
! RIJCOSX wB97M-V def2-TZVPD def2/J DEFGRID3
* xyz 0 2
C 3.03 1.15 0.11
C 4.46 1.67 0.31
C 4.62 2.07 1.78
C 5.51 0.59 0.02
C 5.90 0.35 -1.46
C 4.87 -0.61 -2.09
C 5.13 -1.13 -3.49
F 4.90 -0.14 -4.45
P 7.52 -0.62 -1.33
O 8.41 0.33 -0.33
I 8.73 -0.15 -3.44
C 6.08 1.69 -2.18
C 5.05 2.80 -1.94
C 3.78 2.62 -2.81
C 5.72 4.12 -2.31
N 4.69 2.89 -0.50
O 3.97 3.89 -0.19
H 2.31 1.85 0.53
H 2.78 0.95 -0.93
H 2.92 0.22 0.66
H 4.51 1.17 2.40
H 5.59 2.52 1.95
H 3.84 2.77 2.07
H 5.10 -0.34 0.41
H 6.39 0.81 0.62
H 3.88 -0.18 -2.07
H 4.83 -1.51 -1.46
H 6.15 -1.49 -3.62
H 4.47 -1.96 -3.71
H 8.67 1.16 -0.74
H 6.12 1.52 -3.26
H 7.06 2.10 -1.91
H 3.76 1.66 -3.31
H 2.87 2.75 -2.21
H 3.75 3.39 -3.58
H 6.13 4.05 -3.31
H 5.01 4.94 -2.24
H 6.55 4.32 -1.62
O -1.02 2.57 4.70
S -1.26 1.82 3.50
O -0.17 1.46 2.65
O -2.36 2.57 2.64
C -2.18 3.98 2.37
C -1.16 4.24 1.28
C -2.20 0.39 3.88
H -1.91 4.48 3.31
H -3.17 4.32 2.08
H -0.15 3.96 1.59
H -1.16 5.30 1.03
H -1.41 3.67 0.39
H -3.05 0.68 4.49
H -1.53 -0.28 4.43
H -2.53 -0.08 2.96
O 6.12 -4.78 -0.78
S 6.66 -4.79 -2.10
O 6.06 -3.94 -3.09
O 6.69 -6.28 -2.64
C 5.48 -7.06 -2.50
C 4.44 -6.70 -3.54
C 8.39 -4.50 -2.07
H 5.10 -6.94 -1.49
H 5.81 -8.09 -2.62
H 4.05 -5.70 -3.39
H 3.61 -7.41 -3.48
H 4.86 -6.75 -4.54
H 8.84 -5.16 -1.33
H 8.52 -3.46 -1.78
H 8.79 -4.67 -3.06
O -5.10 1.78 3.84
S -6.08 2.14 2.86
O -5.97 3.41 2.20
O -7.52 1.99 3.50
C -7.75 2.65 4.77
C -7.98 4.14 4.62
C -6.23 0.87 1.66
H -6.92 2.44 5.44
H -8.64 2.16 5.16
H -7.08 4.66 4.29
H -8.29 4.56 5.58
H -8.77 4.34 3.89
H -6.33 -0.08 2.17
H -5.32 0.90 1.06
H -7.10 1.08 1.04
O -9.18 1.10 -0.12
S -10.18 1.27 -1.14
O -11.21 2.24 -0.95
O -10.82 -0.15 -1.45
C -11.29 -0.93 -0.33
C -12.62 -0.44 0.20
C -9.41 1.52 -2.70
H -10.52 -0.93 0.45
H -11.37 -1.94 -0.72
H -12.54 0.54 0.66
H -12.99 -1.15 0.95
H -13.35 -0.38 -0.60
H -8.64 0.76 -2.84
H -8.96 2.52 -2.66
H -10.17 1.47 -3.47
O -1.69 -3.34 1.02
S -0.66 -2.70 0.26
O -0.43 -3.11 -1.10
O 0.70 -2.78 1.07
C 1.13 -4.09 1.54
C 1.75 -4.93 0.44
C -0.85 -0.96 0.33
H 0.27 -4.59 2.00
H 1.85 -3.87 2.32
H 1.02 -5.21 -0.31
H 2.17 -5.84 0.88
H 2.55 -4.38 -0.05
H -0.99 -0.65 1.36
H -1.73 -0.71 -0.27
H 0.03 -0.48 -0.10
*
```

Summary:
Energy ... -138530.1128 eV
LUMO level (alpha / beta) ... 0.1 / 0.1 eV
HOMO (alpha / beta) ... -7.976 / -9.037 eV
Gap between HOMO and LUMO (alpha / beta) ... 8.116 / 9.177 eV


Entry 3:
Molecular formula: C3H8N4S
Method: DFT, wB97M-V/def2-TZVPD

Geometry as ORCA input:
```
! RIJCOSX wB97M-V def2-TZVPD def2/J DEFGRID3
* xyz 0 1
C -0.95 1.41 0.42
C -0.20 -1.05 -0.13
C 1.53 0.14 -0.82
H 0.31 1.91 -0.36
H -0.92 1.34 1.80
H -2.05 2.15 -0.19
H -2.59 -1.06 -0.71
H -2.40 -1.34 0.87
H -0.80 -1.92 0.25
H 0.79 0.96 -1.30
H 3.01 -1.11 0.76
N -1.09 -0.07 -0.05
N -2.28 -0.60 0.07
N 1.12 -1.10 -0.33
N 2.64 0.56 -0.67
S 3.88 -0.21 0.38
*
```

Summary:
Energy ... -20027.8472 eV
LUMO level ... 0.2 eV
HOMO ... -8.568 eV
Gap between HOMO and LUMO ... 8.768 eV


Entry 4:
Molecular formula: CH6N3
Method: DFT, wB97M-V/def2-TZVPD

Geometry as ORCA input:
```
! RIJCOSX wB97M-V def2-TZVPD def2/J DEFGRID3
* xyz 1 1
C 0.68 -1.44 1.28
N 0.21 -0.72 0.27
N -0.11 0.52 0.41
N -0.24 1.35 -0.69
H 0.34 -0.94 2.16
H 0.79 -2.43 1.23
H 0.15 -1.13 -0.70
H 0.62 1.59 -1.25
H -0.61 2.22 -0.29
H -0.87 0.94 -1.28
*
```

Summary:
Energy ... -5593.5958 eV
LUMO level (alpha / beta) ... -4.2 / -4.2 eV
HOMO (alpha / beta) ... -13.420 / -13.419 eV
Gap between HOMO and LUMO (alpha / beta) ... 9.199 / 9.198 eV


Entry 5:
Molecular formula: C3H10NO3
Method: DFT, wB97M-V/def2-TZVPD

Geometry as ORCA input:
```
! RIJCOSX wB97M-V def2-TZVPD def2/J DEFGRID3
* xyz 1 1
O -0.34 -2.05 -1.22
C -0.69 -0.87 -1.86
C 0.06 0.25 -1.19
N 0.49 -0.10 0.18
C 1.41 0.93 0.70
O -1.53 -0.86 -2.70
H -0.63 -2.80 -1.77
H -0.56 1.13 -1.09
H 0.91 0.60 -1.78
H -0.36 -0.21 0.74
H 0.92 -1.03 0.11
H 1.51 0.79 1.78
H 1.07 1.94 0.51
H 2.37 0.85 0.20
H -2.12 1.03 2.27
H -1.30 -0.26 2.71
O -1.24 0.65 2.41
*
```

Summary:
Energy ... -10899.3954 eV
LUMO level ... -3.4 eV
HOMO ... -15.306 eV
Gap between HOMO and LUMO ... 11.935 eV


Entry 6:
Molecular formula: C3H5N5
Method: DFT, wB97M-V/def2-TZVPD

Geometry as ORCA input:
```
! RIJCOSX wB97M-V def2-TZVPD def2/J DEFGRID3
* xyz 0 1
C 1.59 -1.21 -0.02
C 1.40 1.06 -0.23
C 0.03 0.82 -0.15
H -2.41 -0.25 -0.80
H -2.21 -1.12 0.87
H 2.27 -2.09 0.22
H 1.68 2.15 -0.20
H -1.80 1.66 0.57
N -1.86 -0.98 -0.17
N -0.54 -0.53 -0.20
N 0.36 -1.37 0.02
N 2.25 0.08 -0.01
N -0.75 1.80 0.10
*
```

Summary:
Energy ... -10638.0544 eV
LUMO level ... 0.0 eV
HOMO ... -8.500 eV
Gap between HOMO and LUMO ... 8.451 eV
Structure (SMILES) ... [H]/N=c1/cncnn1N


Entry 7:
Molecular formula: C11H46N18O13
Method: DFT, wB97M-V/def2-TZVPD

Geometry as ORCA input:
```
! RIJCOSX wB97M-V def2-TZVPD def2/J DEFGRID3
* xyz 0 1
C 2.37 -20.41 -12.51
O 2.04 -21.56 -12.14
N 2.58 -20.06 -13.79
N 2.65 -19.45 -11.70
H 2.71 -20.73 -14.53
H 3.22 -19.28 -13.86
H 2.63 -18.48 -11.99
H 2.94 -19.72 -10.77
C 2.15 -15.36 -6.47
O 1.65 -16.22 -5.75
N 3.13 -14.62 -5.95
N 1.93 -15.05 -7.68
H 3.38 -14.93 -5.03
H 3.59 -13.82 -6.36
H 1.10 -15.36 -8.16
H 2.40 -14.30 -8.16
C -2.09 -12.98 -10.06
O -1.95 -12.52 -11.17
N -2.91 -12.52 -9.13
N -1.36 -13.88 -9.51
H -2.67 -12.75 -8.17
H -3.48 -11.73 -9.37
H -1.42 -14.18 -8.55
H -0.55 -14.16 -10.04
C -2.87 -19.78 -8.64
O -2.80 -19.17 -7.61
N -3.26 -19.31 -9.78
N -2.58 -21.01 -8.67
H -3.49 -18.33 -9.92
H -2.94 -19.91 -10.53
H -2.50 -21.52 -9.53
H -2.30 -21.36 -7.76
C -1.36 -20.73 -14.68
O -2.07 -20.96 -15.62
N -0.74 -19.63 -14.42
N -1.38 -21.46 -13.59
H -0.86 -18.82 -15.02
H -0.18 -19.60 -13.58
H -0.83 -21.29 -12.75
H -1.73 -22.41 -13.56
C 0.40 -17.53 -9.37
O 0.46 -16.32 -9.55
N 0.03 -18.35 -10.34
N 0.38 -18.15 -8.16
H 0.09 -18.08 -11.31
H -0.39 -19.25 -10.12
H 0.14 -19.13 -8.11
H 0.82 -17.68 -7.39
C -1.87 -15.48 -6.52
O -1.32 -14.38 -6.76
N -1.91 -15.97 -5.35
N -2.38 -16.29 -7.34
H -1.36 -15.47 -4.67
H -2.28 -16.88 -5.12
H -2.25 -16.18 -8.33
H -2.55 -17.25 -7.08
C 4.28 -16.18 -10.37
O 5.41 -16.42 -9.89
N 3.25 -16.96 -10.14
N 3.98 -15.32 -11.33
H 2.34 -16.72 -10.51
H 3.28 -17.59 -9.35
H 4.67 -14.74 -11.79
H 3.16 -15.43 -11.90
C 2.15 -20.83 -6.32
O 1.17 -20.76 -5.64
N 2.50 -21.88 -6.98
N 3.02 -19.90 -6.48
H 3.34 -21.77 -7.52
H 2.07 -22.75 -6.69
H 3.82 -20.27 -6.99
H 3.03 -19.00 -6.03
O -0.26 -21.30 -10.52
H -0.43 -22.07 -9.98
H 0.60 -21.45 -10.90
O -1.53 -21.20 -6.08
H -1.25 -22.11 -6.08
H -0.73 -20.70 -6.24
C -2.01 -16.74 -13.97
C -2.83 -15.44 -14.22
O -3.17 -14.75 -12.96
O -0.84 -16.45 -13.16
H -1.55 -17.17 -14.86
H -2.61 -17.43 -13.38
H -3.76 -15.66 -14.74
H -2.41 -14.76 -14.96
H -2.85 -13.85 -13.04
H -0.96 -15.64 -12.65
*
```

Summary:
Energy ... -65598.0900 eV
LUMO level ... -0.4 eV
HOMO ... -9.114 eV
Gap between HOMO and LUMO ... 8.761 eV
Structure (SMILES) ... NC(N)=O.NC(N)=O.NC(N)=O.NC(N)=O.NC(N)=O.NC(N)=O.NC(N)=O.NC(N)=O.NC(N)=O.OCCO.O.O


Entry 8:
Molecular formula: C27H19BBr2F4N6Rh
Method: DFT, wB97M-V/def2-TZVPD

Geometry as ORCA input:
```
! RIJCOSX wB97M-V def2-TZVPD def2/J DEFGRID3
* xyz 1 1
Rh -0.07 -0.53 -0.17
C 1.16 -4.77 3.24
C -0.22 -4.76 3.09
C -0.85 -3.64 2.56
C -0.10 -2.53 2.17
C 1.29 -2.56 2.30
C 1.91 -3.67 2.85
N -0.69 -1.40 1.55
C -1.82 -0.81 1.98
C -2.55 -1.16 3.16
C -3.68 -0.48 3.49
C -4.19 0.59 2.71
C -3.51 1.00 1.61
C -2.31 0.31 1.25
N -1.53 0.69 0.20
N -1.86 1.60 -0.63
C -0.90 1.76 -1.64
C -0.99 2.85 -2.49
C 0.03 3.03 -3.42
C 1.10 2.15 -3.44
C 1.11 1.07 -2.57
N 0.11 0.87 -1.71
H 1.64 -5.64 3.66
H -0.81 -5.62 3.38
H -1.93 -3.65 2.41
H 1.88 -1.71 1.99
H 2.98 -3.68 2.97
H -2.18 -1.94 3.80
H -4.21 -0.77 4.39
H -5.10 1.09 3.01
H -3.83 1.83 1.01
H -1.82 3.53 -2.40
H 0.00 3.87 -4.09
H 1.92 2.28 -4.12
H 1.93 0.37 -2.53
Br -4.68 -4.97 -0.33
C -3.38 -3.68 -0.69
C -3.75 -2.39 -1.03
C -2.75 -1.46 -1.22
N -1.44 -1.76 -1.13
C -1.09 -3.03 -0.85
C -2.03 -4.02 -0.60
C 0.35 -3.29 -0.83
C 0.89 -4.55 -0.96
C 2.28 -4.68 -0.94
Br 3.06 -6.38 -1.07
C 3.06 -3.55 -0.84
C 2.44 -2.32 -0.73
N 1.11 -2.19 -0.71
H -4.78 -2.11 -1.13
H -2.99 -0.43 -1.46
H -1.73 -5.01 -0.33
H 0.27 -5.42 -1.08
H 4.14 -3.60 -0.84
H 3.03 -1.41 -0.65
F 3.35 1.89 1.14
B 3.14 0.66 0.61
F 3.60 0.54 -0.70
F 3.58 -0.39 1.39
F 1.64 0.47 0.49
*
```

Summary:
Energy ... -191888.8376 eV
LUMO level ... -4.6 eV
HOMO ... -10.472 eV
Gap between HOMO and LUMO ... 5.872 eV


Q: Number 4 is which compound?
A: CH6N3


Q: Which value of energy does entry 1 give?
A: -90904.4844 eV